C12H26BeBrFNO9PS3 | ωB97M-V with the def2-TZVPD basis set

The orbital gap is 2.0 eV. Its HOMO energy is -0.3163 hartree.

Each line ends with the Mulliken charge.
Atoms and positions in Å:
1 C -0.41 0.81 0.84  -0.6806
2 C -0.97 1.80 -0.20  -0.3955
3 C 0.21 2.34 -1.02  -0.9353
4 S 1.40 3.24 0.04  1.6116
5 C 2.76 2.08 0.42  -0.9932
6 O 0.77 3.56 1.30  -0.6449
7 O 1.96 4.39 -0.61  -0.6888
8 S -0.39 3.48 -2.29  1.3806
9 O 0.62 3.75 -3.25  -0.6830
10 O -0.92 4.66 -1.68  -0.6112
11 O -1.53 2.61 -3.03  -0.3979
12 C -2.56 2.31 -2.09  -2.1808
13 C -2.11 1.22 -1.08  2.3434
14 C -1.59 -0.08 -1.77  -1.2464
15 C -2.13 -0.39 -3.15  -0.3430
16 O -2.18 -1.53 -3.52  -0.4956
17 P -3.61 0.82 -0.10  0.5644
18 O -3.26 0.56 1.46  -0.3003
19 O -4.54 2.14 -0.14  -0.5175
20 S -4.61 -0.68 -0.75  -0.3127
21 H 0.67 0.80 0.93  0.3300
22 H -0.77 -0.21 0.72  0.3170
23 H -0.78 1.12 1.81  -0.5456
24 H -1.37 2.66 0.34  0.7691
25 H 0.74 1.57 -1.58  0.5637
26 H 2.50 1.12 -0.04  0.1771
27 H 3.71 2.47 0.05  0.4479
28 H 2.80 1.96 1.49  0.4374
29 H -3.42 1.91 -2.61  0.7221
30 H -2.87 3.20 -1.55  0.7225
31 H -0.50 -0.06 -1.82  0.5233
32 H -1.83 -0.95 -1.17  0.4880
33 H -2.44 0.40 -3.87  0.4241
34 H -3.39 1.37 2.00  0.0174
35 H -5.45 1.82 -0.09  0.3572
36 C 2.50 -5.04 1.54  -1.4598
37 C 1.98 -3.74 2.14  0.2466
38 C 1.04 -2.96 1.21  -0.6323
39 O 1.69 -2.26 0.17  -0.1378
40 C 2.02 -3.06 -0.96  -0.8710
41 N 3.11 -2.92 2.57  -0.7359
42 H 3.29 -4.86 0.81  0.2923
43 H 2.93 -5.66 2.33  0.3704
44 H 1.70 -5.61 1.07  0.3403
45 H 1.40 -4.00 3.03  0.4360
46 H 0.53 -2.20 1.80  0.2136
47 H 0.25 -3.61 0.80  0.4897
48 H 1.26 -3.82 -1.15  0.3834
49 H 3.00 -3.52 -0.84  0.2224
50 H 2.08 -2.39 -1.82  0.2788
51 H 2.77 -2.10 3.06  0.2693
52 H 3.55 -2.53 1.74  0.3434
53 Be -2.87 2.60 3.54  0.5788
54 F 4.09 0.15 0.43  -0.5710
55 Br -0.84 1.29 4.52  -0.2814

C12H26Cl18FIN2O2S | ωB97M-V with the def2-TZVPD basis set

The orbital gap is 9.6 eV. The SMILES is CC[C@@H](I)N(N)S(=O)(=O)F.ClCCl.ClCCl.ClCCl.ClCCl.ClCCl.ClCCl.ClCCl.ClCCl.ClCCl. Its HOMO energy is -0.3461 hartree.

Each line ends with the Mulliken charge.
Atoms and positions in Å:
1 C -1.38 3.24 3.40  -0.3223
2 C -1.40 1.71 3.16  -0.4917
3 C -0.01 1.15 2.85  -1.2973
4 I 0.74 2.22 1.10  0.1465
5 N 0.99 1.40 3.93  0.5320
6 N 0.51 1.40 5.24  -0.6426
7 S 2.27 0.32 3.86  1.0790
8 O 2.20 -0.60 4.94  -0.6075
9 O 2.42 -0.28 2.58  -0.5267
10 F 3.51 1.21 4.14  -0.1964
11 H -2.10 3.45 4.20  0.2123
12 H -0.39 3.56 3.72  -0.4247
13 H -1.69 3.73 2.48  0.4706
14 H -2.01 1.52 2.29  0.3188
15 H -1.81 1.20 4.03  0.3852
16 H -0.04 0.09 2.61  0.8589
17 H -0.17 0.67 5.43  0.2222
18 H 0.20 2.32 5.53  0.2407
19 Cl -0.05 7.41 3.30  -0.1786
20 C 1.52 6.60 3.30  -0.2612
21 Cl 1.37 4.89 3.72  0.0017
22 H 1.96 6.68 2.31  0.3163
23 H 2.16 7.08 4.03  0.1231
24 Cl 4.52 6.60 6.63  -0.1418
25 C 5.36 6.49 5.07  -0.2145
26 Cl 4.67 7.60 3.88  -0.1526
27 H 6.40 6.74 5.22  0.3103
28 H 5.26 5.48 4.70  0.2171
29 Cl -4.13 0.85 3.63  -0.1069
30 C -5.55 0.32 2.72  -0.3706
31 Cl -5.73 1.22 1.21  -0.1335
32 H -5.44 -0.74 2.48  0.2547
33 H -6.43 0.47 3.33  0.3664
34 Cl 3.45 -4.56 0.85  -0.1597
35 C 3.92 -2.91 0.43  0.1637
36 Cl 3.57 -2.55 -1.27  -0.1456
37 H 3.37 -2.22 1.06  -0.0887
38 H 4.99 -2.80 0.59  0.2591
39 Cl -1.91 -0.45 0.32  -0.0764
40 C -3.26 -0.95 -0.71  0.0507
41 Cl -3.33 -0.01 -2.20  -0.1611
42 H -3.14 -1.99 -0.96  0.3360
43 H -4.18 -0.79 -0.16  -0.1757
44 Cl 4.78 -3.95 -6.34  -0.1592
45 C 5.20 -3.16 -4.82  -0.1330
46 Cl 6.91 -2.71 -4.77  -0.1559
47 H 4.60 -2.26 -4.72  0.2448
48 H 4.99 -3.84 -4.00  0.2048
49 Cl 0.86 -6.29 -7.38  -0.1322
50 C 2.45 -7.07 -7.33  -0.1259
51 Cl 2.33 -8.75 -6.81  -0.1536
52 H 2.89 -7.04 -8.32  0.2679
53 H 3.08 -6.53 -6.62  0.1369
54 Cl -7.22 -0.08 -3.59  -0.1457
55 C -7.68 0.23 -1.91  -0.2168
56 Cl -7.09 -1.02 -0.82  -0.1342
57 H -7.26 1.18 -1.61  0.1710
58 H -8.76 0.26 -1.85  0.3371
59 Cl -3.63 -6.12 -9.49  -0.1539
60 C -2.12 -5.21 -9.63  0.1235
61 Cl -2.41 -3.47 -9.70  -0.1540
62 H -1.51 -5.43 -8.76  -0.0756
63 H -1.61 -5.52 -10.53  0.2648

C12H26FeO2PS6 | ωB97M-V with the def2-TZVPD basis set

For the energy above the lowest of the compared OMol25 structures with the same formula, charge and spin, the calculation gives 38.9 kcal/mol. The net charge is +1. The orbital gap (alpha / beta) is 8.4 / 7.8 eV. Its HOMO energy (alpha / beta) is -0.3997 / -0.4139 hartree. Its spin multiplicity is 5.

Each line ends with the Mulliken spin population.
Atoms and positions in Å:
1 Fe 3.70 1.67 16.28  3.5903
2 C 7.03 0.84 15.58  0.0155
3 C 6.59 0.02 16.81  -0.0043
4 S 4.79 -0.13 16.99  0.0646
5 C 4.34 -0.54 18.83  0.0099
6 C 2.89 -0.19 19.12  -0.0093
7 S 2.14 1.42 18.43  0.0609
8 C 2.71 2.59 19.72  0.0095
9 C 3.63 3.65 19.13  -0.0046
10 S 4.73 2.71 18.01  0.0577
11 C 6.20 3.75 17.63  0.0082
12 C 7.52 3.00 17.46  0.0024
13 S 7.97 2.36 15.81  -0.0012
14 H 6.19 1.10 14.94  -0.0097
15 H 7.72 0.22 14.97  0.0009
16 H 7.07 0.45 17.66  0.0000
17 H 6.98 -1.01 16.72  0.0063
18 H 5.01 0.03 19.55  -0.0018
19 H 4.60 -1.62 18.82  0.0039
20 H 2.83 -0.09 20.24  0.0000
21 H 2.24 -0.99 18.78  -0.0036
22 H 3.20 2.02 20.50  0.0007
23 H 1.75 3.03 19.98  0.0019
24 H 4.24 4.13 19.89  -0.0009
25 H 3.06 4.33 18.53  0.0016
26 H 6.35 4.46 18.48  0.0009
27 H 5.94 4.30 16.69  0.0004
28 H 7.72 2.26 18.23  -0.0010
29 H 8.28 3.77 17.52  0.0005
30 C 1.61 5.04 11.98  0.0009
31 C 2.47 3.73 11.66  0.0043
32 O 1.88 2.63 12.30  -0.0009
33 P 2.60 1.68 13.38  -0.0164
34 S 4.19 2.69 14.15  0.0988
35 S 1.52 1.40 15.04  0.1099
36 O 2.84 0.34 12.53  0.0006
37 C 2.84 -1.02 13.09  0.0038
38 C 2.31 -2.04 12.15  0.0002
39 H 2.18 5.87 11.52  -0.0001
40 H 1.46 5.13 13.04  -0.0002
41 H 0.68 4.93 11.44  0.0000
42 H 3.46 3.97 12.04  -0.0047
43 H 2.45 3.48 10.64  0.0007
44 H 2.15 -0.93 13.98  0.0020
45 H 3.85 -1.20 13.43  0.0011
46 H 1.29 -1.81 11.86  0.0001
47 H 2.48 -3.02 12.63  0.0000
48 H 2.90 -2.08 11.23  0.0001

C12H26N2O4 | ωB97M-V with the def2-TZVPD basis set

For the energy above the lowest of the compared OMol25 structures with the same formula, charge and spin, the calculation gives 447.5 kcal/mol. The orbital gap is 9.4 eV. Its HOMO energy is -0.3121 hartree.

Each line ends with the Mulliken charge.
Atoms and positions in Å:
1 C -2.62 -1.55 -0.39  -0.5874
2 N -3.71 -0.78 -0.22  -0.2583
3 H -4.03 -0.84 0.71  0.2623
4 C -3.80 0.60 -0.56  -0.7893
5 C -3.36 1.44 0.41  -0.5510
6 O -2.06 1.56 0.87  -0.3354
7 C -1.31 2.19 0.02  -0.0898
8 C 0.20 2.35 0.22  -0.2136
9 O 0.94 3.07 -0.70  -0.3396
10 C 2.41 3.07 -0.30  -0.8315
11 C 3.06 1.99 -0.48  0.0091
12 O 2.94 1.12 0.58  -0.4574
13 C 3.53 -0.48 0.44  -0.4600
14 C 2.60 -1.08 -0.26  -0.1710
15 N 2.52 -2.56 0.05  -0.3776
16 H 2.32 -2.58 1.31  0.2631
17 C 1.51 -3.49 -0.39  -0.8509
18 C 0.03 -3.18 0.22  -0.5465
19 O -0.18 -1.66 0.00  -0.3254
20 C -1.58 -1.38 0.70  -0.4188
21 H -1.83 -2.04 1.37  0.5573
22 H -1.58 -0.28 1.04  0.2872
23 H -0.65 -3.64 -0.36  0.4367
24 H -0.01 -3.40 1.37  0.3101
25 H 1.46 -2.92 -1.75  0.2181
26 H 1.81 -4.37 -0.34  0.5612
27 H 1.59 -0.89 -0.29  0.4356
28 H 2.96 -1.04 -1.37  0.0811
29 H 4.45 -0.34 0.27  0.4681
30 H 3.56 -0.72 1.65  0.1464
31 H 2.68 1.37 -1.40  0.2137
32 H 4.14 1.97 -0.87  0.3970
33 H 2.55 3.48 0.77  0.2604
34 H 2.75 3.74 -0.99  0.4401
35 H 0.55 1.24 0.47  -0.0103
36 H 0.32 3.03 1.36  0.1097
37 H -1.23 1.81 -1.29  0.0909
38 H -1.58 3.37 -0.02  0.1036
39 H -3.75 2.67 0.30  0.4530
40 H -3.96 1.47 1.61  0.2654
41 H -3.19 0.70 -1.28  0.5535
42 H -5.03 0.99 -0.53  0.2255
43 H -2.36 -1.27 -1.41  0.2983
44 H -3.03 -2.74 -0.54  0.1664